Here is a structure of composition C32H26Cl2N8O2PbSTe from the Open Molecules 2025 dataset. Energies are from ωB97M-V/def2-TZVPD.

```
73
Properties=species:S:1:pos:R:3:forces:R:3
Pb -0.697 0.588 1.059 -0.32 -0.06 0.07
Cl 5.631 1.036 4.393 0.00 -0.03 -0.02
C 4.358 0.410 3.397 0.01 0.02 0.02
C 3.089 0.933 3.541 -0.02 0.00 -0.02
C 2.022 0.478 2.760 -0.09 0.11 0.10
N 0.731 1.050 2.807 0.04 -0.06 0.01
C 0.327 1.725 3.913 -0.05 0.01 -0.01
O 0.880 1.765 5.003 0.04 -0.02 0.05
C -0.942 2.551 3.758 0.07 -0.11 -0.12
C -1.354 3.359 4.805 -0.02 0.02 0.04
C -2.472 4.155 4.622 0.00 0.02 0.03
C -3.143 4.118 3.409 0.00 0.01 0.01
C -2.672 3.269 2.424 0.06 -0.04 0.01
N -1.595 2.506 2.601 -0.07 0.01 -0.03
C 2.276 -0.526 1.816 -0.11 -0.07 -0.07
C 3.556 -1.053 1.692 0.00 -0.05 -0.03
C 4.598 -0.599 2.474 0.04 -0.01 0.01
Cl 6.168 -1.306 2.275 -0.03 0.03 0.02
N 1.212 -1.071 1.045 -0.05 0.19 0.06
C 1.413 -1.159 -0.255 0.04 0.14 -0.11
O 2.331 -0.601 -0.927 0.16 -0.23 0.05
C 0.386 -1.915 -1.050 0.03 0.06 0.02
C 0.791 -2.804 -2.037 -0.05 0.07 -0.09
C -0.184 -3.452 -2.771 -0.02 -0.01 -0.03
C -1.520 -3.171 -2.514 0.02 0.00 0.01
C -1.821 -2.253 -1.523 0.00 0.02 0.01
N -0.890 -1.641 -0.792 -0.06 -0.15 -0.01
H 2.924 1.704 4.274 0.02 0.01 0.01
H -0.784 3.348 5.722 -0.01 0.01 0.00
H -2.814 4.806 5.416 0.00 0.00 0.00
H -4.009 4.738 3.222 0.00 0.00 0.01
H -3.158 3.207 1.457 0.01 0.00 -0.01
H 3.744 -1.831 0.966 -0.01 0.00 0.01
H 1.845 -2.959 -2.224 0.00 0.02 0.02
H 0.091 -4.159 -3.543 -0.01 0.00 0.00
H -2.312 -3.652 -3.071 0.00 0.01 0.00
H -2.850 -1.994 -1.301 0.00 0.00 0.00
N -1.171 -4.524 3.848 -0.07 0.04 -0.06
C -1.908 -3.551 3.253 0.07 -0.11 0.08
C -1.332 -2.309 2.914 0.03 0.10 -0.03
N -2.046 -1.376 2.326 0.22 0.08 0.03
C -3.333 -1.625 2.053 -0.01 -0.01 0.02
C -3.883 -2.842 2.392 0.00 -0.04 0.02
N -3.184 -3.807 2.989 -0.06 0.02 -0.04
H -0.220 -4.366 4.121 0.01 0.00 0.00
H -1.623 -5.384 4.097 0.01 0.01 0.02
H -0.285 -2.098 3.102 -0.01 -0.01 -0.01
H -3.905 -0.848 1.563 0.00 0.00 0.01
H -4.924 -3.058 2.181 0.00 0.00 0.00
C -0.120 -0.551 -6.805 0.00 0.02 0.04
C 0.269 0.019 -5.467 0.01 0.00 -0.02
C 1.598 0.066 -5.069 -0.01 -0.04 -0.02
C 1.985 0.608 -3.848 0.10 -0.04 -0.02
C 3.453 0.626 -3.507 -0.03 -0.02 0.03
C 0.993 1.112 -2.997 0.00 -0.04 0.09
Te 1.624 1.742 -1.078 0.05 0.14 -0.06
C -0.352 1.111 -3.383 -0.07 0.03 -0.06
C -1.465 1.740 -2.588 0.04 -0.05 0.02
C -0.686 0.554 -4.616 0.00 -0.01 0.02
H 0.625 -1.258 -7.167 0.00 0.00 0.01
H -0.210 0.244 -7.548 0.00 0.00 0.00
H -1.083 -1.060 -6.753 0.00 0.00 0.01
H 2.363 -0.335 -5.725 0.00 0.01 0.00
H 4.039 0.296 -4.363 0.01 0.00 -0.01
H 3.675 -0.027 -2.662 -0.03 0.04 -0.07
H 3.780 1.632 -3.239 0.01 0.01 -0.01
H -1.299 1.683 -1.514 0.01 -0.04 0.01
H -2.415 1.257 -2.816 0.00 -0.01 -0.01
H -1.556 2.800 -2.833 -0.01 -0.01 0.01
H -1.729 0.544 -4.914 0.01 0.00 0.00
S -1.288 5.451 -0.557 0.12 -0.17 -0.07
C -0.178 4.364 -0.958 -0.19 0.18 0.17
N 0.633 3.572 -1.275 0.18 -0.03 -0.09
```
Positions in Å, forces in eV/Å.

Relative energy (zero: lowest compared OMol25 entry of this formula, charge and spin): 3.2 kcal/mol
Kohn-Sham gap: 7.6 eV
Molar mass: 992.39 g/mol

Here is an isolated molecule of C22H29N3O4 from the Open Molecules 2025 dataset. Energies are from ωB97M-V/def2-TZVPD.

```
58
Properties=species:S:1:pos:R:3:forces:R:3
C 2.337 -0.223 1.950 0.25 0.03 -0.17
H 2.357 0.468 2.789 -0.04 0.11 0.14
H 1.734 0.216 1.159 -0.12 0.04 -0.07
H 1.873 -1.153 2.275 -0.09 -0.11 0.07
C 3.758 -0.500 1.465 0.02 0.21 0.19
N 3.730 -1.480 0.397 -0.11 -0.26 0.35
C 4.080 -1.220 -0.866 -0.19 -0.46 -0.27
O 4.477 -0.150 -1.283 0.20 0.27 -0.25
C 3.956 -2.438 -1.802 0.25 0.40 -0.03
O 3.021 -3.387 -1.328 -0.32 -0.24 -0.06
C 1.706 -3.031 -1.313 -0.21 0.09 -0.08
C 1.042 -2.524 -2.374 0.77 -0.26 0.23
O -0.266 -2.214 -2.356 -0.25 0.13 -0.04
C -0.971 -2.425 -1.231 -0.21 -0.31 0.63
C -0.417 -2.961 -0.121 -0.04 -0.02 -0.43
C 0.998 -3.250 -0.034 0.12 0.18 -0.21
O 1.580 -3.577 0.990 -0.01 -0.09 -0.02
H -1.016 -3.121 0.762 -0.12 0.03 0.05
C -2.393 -1.918 -1.331 0.14 0.12 -0.14
N -2.598 -0.544 -0.935 0.00 -0.13 -0.04
C -2.662 -0.235 0.481 0.04 0.14 0.17
C -1.300 0.109 1.110 -0.09 -0.13 -0.01
N -0.553 1.116 0.383 -0.06 0.09 0.00
C -0.493 0.809 -1.031 -0.07 -0.13 -0.14
C -1.858 0.471 -1.660 0.06 0.22 -0.05
H -1.718 0.142 -2.691 -0.02 0.04 -0.05
H -2.482 1.372 -1.665 0.11 -0.06 -0.11
H -0.045 1.651 -1.559 0.06 0.00 -0.04
H 0.185 -0.047 -1.138 0.02 0.03 -0.13
C -0.760 2.503 0.757 0.09 -0.11 0.00
C -2.114 3.106 0.459 0.04 0.13 0.06
C -2.358 3.736 -0.756 0.02 0.05 0.12
C -3.607 4.259 -1.044 -0.02 0.03 -0.11
C -4.630 4.164 -0.116 -0.09 0.02 -0.03
C -4.394 3.554 1.104 -0.09 -0.03 0.07
C -3.144 3.033 1.389 0.08 0.10 -0.04
H -2.964 2.567 2.348 0.04 -0.06 0.10
H -5.184 3.488 1.838 -0.07 0.00 0.06
H -5.604 4.572 -0.339 -0.08 0.04 -0.02
H -3.780 4.745 -1.993 -0.02 0.04 -0.07
H -1.561 3.824 -1.481 0.10 0.00 -0.07
H 0.014 3.082 0.244 -0.04 0.04 0.09
H -0.569 2.564 1.833 0.01 0.09 -0.05
H -1.446 0.450 2.136 0.01 -0.02 0.08
H -0.676 -0.790 1.138 -0.08 0.04 0.13
H -3.110 -1.078 1.010 -0.06 -0.02 0.04
H -3.331 0.627 0.578 0.03 -0.14 0.11
H -3.044 -2.544 -0.718 0.08 -0.05 -0.07
H -2.705 -2.002 -2.378 0.01 -0.14 0.08
H 1.495 -2.305 -3.330 0.00 -0.04 0.01
H 3.730 -2.085 -2.813 0.02 0.01 0.14
H 4.916 -2.961 -1.823 -0.10 0.10 -0.05
H 3.381 -2.402 0.642 -0.01 0.02 -0.16
C 4.637 -1.021 2.599 -0.03 0.18 -0.25
H 4.213 -1.937 3.005 -0.03 -0.12 0.09
H 4.700 -0.283 3.394 0.01 0.05 0.14
H 5.641 -1.229 2.237 0.10 -0.04 0.00
H 4.194 0.409 1.036 -0.06 -0.15 0.08
```
Positions in Å, forces in eV/Å.

Relative energy (zero: lowest compared OMol25 entry of this formula, charge and spin): 43.5 kcal/mol
Kohn-Sham gap: 8.3 eV
Molar mass: 399.49 g/mol
SMILES string: CC(C)NC(=O)COc1coc(CN2CCN(Cc3ccccc3)CC2)cc1=O

Here is a structure of composition C42H35AsBrNNiP2S4Si from the Open Molecules 2025 dataset. Energies are from ωB97M-V/def2-TZVPD.

```
88
Properties=species:S:1:pos:R:3:forces:R:3
Ni -0.206 -1.412 0.086 0.08 0.04 -0.03
C -0.215 0.320 3.220 -0.08 -0.04 -0.02
Si 0.641 0.130 1.537 0.09 0.07 -0.11
C 0.918 1.838 0.683 -0.11 -0.04 -0.01
C 2.208 2.228 0.313 0.00 -0.05 -0.04
C 2.437 3.362 -0.455 -0.02 0.02 -0.01
C 1.370 4.130 -0.898 0.01 -0.01 0.00
C 0.076 3.768 -0.546 0.01 -0.01 0.02
C -0.156 2.643 0.240 0.04 0.04 0.08
P -1.806 2.195 0.891 0.10 -0.04 0.04
C -2.701 1.274 -0.397 -0.90 1.34 0.55
C -2.710 1.553 -1.730 0.81 -0.94 -0.27
C -3.039 0.347 -2.540 -0.22 0.19 -0.09
C -3.816 -1.635 -1.844 -0.05 0.00 -0.11
C -4.153 -1.929 -0.391 -0.05 0.11 0.11
C -3.279 -0.908 0.345 0.06 0.50 -0.10
C -2.667 3.827 0.945 0.09 -0.02 -0.04
C -2.281 4.698 1.968 0.01 0.01 0.00
C -2.878 5.939 2.119 -0.01 -0.01 -0.01
C -3.903 6.323 1.260 0.00 0.00 0.01
C -4.309 5.461 0.254 -0.01 -0.01 -0.02
C -3.692 4.224 0.090 0.02 0.01 -0.02
C 2.363 -0.490 2.064 -0.01 -0.06 -0.05
C 3.088 0.023 3.141 -0.04 0.04 0.01
C 4.250 -0.591 3.584 0.02 -0.04 0.00
C 4.693 -1.749 2.955 -0.01 0.02 0.01
C 3.992 -2.263 1.873 0.01 0.01 0.02
C 2.838 -1.627 1.410 0.03 0.06 0.02
P 1.916 -2.071 -0.213 -0.15 0.08 0.01
C 2.922 -0.915 -1.248 0.03 -0.04 0.03
C 2.288 -0.069 -2.155 0.00 0.02 0.01
C 3.015 0.850 -2.897 -0.01 0.01 0.00
C 4.394 0.925 -2.763 0.02 -0.01 0.01
C 5.039 0.083 -1.868 -0.01 0.00 -0.01
C 4.306 -0.819 -1.108 -0.01 0.00 -0.01
C 2.653 -3.754 -0.328 -0.03 0.03 0.02
C 2.236 -4.711 0.596 -0.01 0.02 0.02
C 2.699 -6.014 0.513 0.01 -0.02 -0.02
C 3.608 -6.373 -0.475 -0.01 0.01 0.01
C 4.032 -5.420 -1.393 0.01 0.01 -0.01
C 3.549 -4.120 -1.327 -0.01 0.00 0.03
H -0.021 1.290 3.688 0.03 0.02 -0.03
H 0.168 -0.469 3.873 -0.03 -0.01 0.01
H -1.293 0.201 3.124 0.01 0.00 0.04
H 3.053 1.621 0.620 0.01 0.01 -0.01
H 3.451 3.635 -0.726 0.01 -0.01 0.01
H 1.543 5.007 -1.512 -0.01 0.00 0.00
H -0.763 4.373 -0.874 0.00 0.01 0.00
H -1.853 2.117 -2.099 -0.12 0.16 -0.04
H -2.732 0.449 -3.583 0.02 0.00 0.02
H -3.931 -2.503 -2.492 0.00 -0.03 0.05
H -5.213 -1.751 -0.188 0.01 -0.02 0.02
H -3.038 -1.215 1.362 -0.06 0.03 0.02
H -1.494 4.392 2.650 0.00 0.00 0.00
H -2.554 6.604 2.911 0.00 0.00 0.00
H -4.382 7.288 1.380 0.00 0.00 0.00
H -5.107 5.751 -0.420 0.00 0.00 0.00
H -3.983 3.564 -0.719 -0.03 -0.02 0.02
H 2.724 0.909 3.655 0.01 0.00 0.01
H 4.799 -0.188 4.428 -0.01 0.02 0.00
H 5.586 -2.253 3.311 0.00 0.00 0.00
H 4.353 -3.164 1.391 0.00 0.01 0.00
H 1.215 -0.143 -2.271 0.00 0.00 -0.01
H 2.495 1.517 -3.574 0.00 0.00 0.00
H 4.962 1.641 -3.346 0.00 0.00 0.00
H 6.115 0.133 -1.751 0.00 0.00 0.00
H 4.822 -1.449 -0.396 0.00 0.00 0.01
H 1.519 -4.436 1.364 0.01 -0.02 -0.01
H 2.334 -6.754 1.215 0.00 0.00 0.00
H 3.970 -7.392 -0.539 0.00 0.00 0.00
H 4.730 -5.692 -2.176 0.00 -0.01 0.00
H 3.853 -3.393 -2.070 0.00 0.01 0.00
S -1.801 -6.203 0.771 -0.01 -0.03 -0.01
As -1.749 -4.152 0.322 -0.08 -0.07 -0.06
S -0.873 -2.899 1.837 0.10 0.00 0.18
S 0.401 -2.630 -1.745 0.01 -0.03 -0.07
S -3.971 -3.666 0.127 0.01 -0.06 -0.02
Br -7.154 0.746 -2.395 -0.02 -0.01 0.00
C -5.439 0.369 -1.606 -0.03 -0.01 -0.02
C -5.212 0.758 -0.364 0.05 0.14 0.17
C -3.878 0.551 0.305 0.13 -0.60 -0.11
N -2.050 -0.740 -0.453 0.28 -1.00 0.01
C -2.417 -0.981 -1.808 0.01 0.29 0.00
C -4.448 -0.335 -2.457 0.04 -0.11 -0.03
H -5.986 1.272 0.194 -0.02 0.01 -0.03
H -3.976 0.941 1.323 0.01 -0.07 0.01
H -1.621 -1.470 -2.360 -0.05 0.09 -0.15
H -4.875 -0.523 -3.440 0.03 0.02 -0.02
```
Positions in Å, forces in eV/Å.

Relative energy (zero: lowest compared OMol25 entry of this formula, charge and spin): 15.1 kcal/mol
Kohn-Sham gap (alpha / beta): 5.5 / 5.7 eV
Spin multiplicity: 3
Molar mass: 985.57 g/mol
Charge: -2

Look up the molar mass of the first one. 992.39 g/mol